Entry 1:
The following is a quantum chemistry calculation of a cluster of 2 separate species, C5H13O2PS2 in total, from the OMol25 dataset.

Calculated values
energy relative to the best compared isomer or geometry (same formula, charge and spin) = 97.8 kJ/mol
orbital gap (spin up / spin down) = 0.2550 / 0.2450 Ha
total energy = -1486.4257 Eh
max |F| = 4.475 eV/A

Each line ends with the Löwdin charge.
CARTESIAN COORDINATES (ANGSTROEM)
C -2.577 -0.044 1.547  -0.109
C -2.937 -0.243 -0.831  -0.159
C -1.029 -1.435 0.216  -0.088
C 3.056 1.995 -1.076  -0.203
C -1.861 -0.107 0.190  -0.980
O 3.895 -0.831 1.204  -0.335
O 3.301 1.251 0.058  -0.442
P 2.677 -0.311 0.287  0.436
S 2.845 -1.454 -1.357  0.265
S -0.738 1.233 -0.215  0.742
H -2.792 -0.980 1.846  0.027
H -1.865 0.431 2.184  0.066
H -3.505 0.520 1.574  0.087
H -3.530 0.592 -0.810  0.036
H -3.717 -1.139 -0.668  0.147
H -2.617 -0.415 -1.837  0.067
H -1.445 -2.148 1.015  0.123
H -1.076 -1.695 -0.741  0.021
H 0.009 -1.230 0.411  -0.010
H 3.713 1.622 -1.868  0.077
H 3.422 2.998 -0.706  0.109
H 1.982 1.997 -1.339  0.055
H 4.788 -0.607 0.917  0.068

Entry 2:
The following is a quantum chemistry calculation of the molecule C5H13O3PS, from the OMol25 dataset.

Calculated values
energy relative to the best compared isomer or geometry (same formula, charge and spin) = 146.0 kJ/mol
orbital gap = 0.3813 Ha
total energy = -1163.5063 Eh
max |F| = 5.290 eV/A

Each line ends with the Löwdin charge.
CARTESIAN COORDINATES (ANGSTROEM)
C -0.116 -2.307 1.045  -0.174
C 0.054 2.587 0.635  -0.157
C 0.555 0.302 -2.109  -0.247
C -0.222 -1.754 -0.363  -0.352
C -0.538 1.217 0.601  -0.322
O 2.979 1.245 -0.357  -0.346
O 3.136 -1.186 -0.498  -0.313
O 2.695 -0.121 1.627  -0.312
P 0.575 -0.069 -0.370  0.917
S 2.738 -0.045 0.226  0.261
H 1.005 -2.463 1.333  0.096
H -0.611 -1.697 1.909  0.098
H -0.595 -3.376 1.068  0.096
H 0.872 2.640 -0.096  0.054
H -0.688 3.316 0.808  0.059
H 0.720 2.554 1.579  0.112
H 1.197 -0.372 -2.704  0.068
H 0.850 1.375 -2.225  0.066
H -0.418 0.050 -2.625  0.076
H -1.235 -1.386 -0.544  0.080
H 0.220 -2.145 -1.217  0.058
H -1.581 1.038 0.420  0.064
H -0.342 0.689 1.682  0.118

Entry 3:
The following is a quantum chemistry calculation of a cluster of 2 separate species, C5H13S2 in total, from the OMol25 dataset.

Calculated values
total charge = -1
energy relative to the best compared isomer or geometry (same formula, charge and spin) = 72.0 kJ/mol
orbital gap = 0.1931 Ha
total energy = -994.6854 Eh
max |F| = 1.391 eV/A

Each line ends with the Löwdin charge.
CARTESIAN COORDINATES (ANGSTROEM)
C 2.502 1.248 -0.883  -0.120
C 1.550 0.254 -0.218  -0.423
C 1.946 -0.233 1.160  -0.580
S 0.617 -1.294 1.833  0.679
H 2.415 1.204 -1.971  0.065
H 3.534 0.885 -0.748  0.059
H 2.399 2.266 -0.510  0.066
H 0.559 0.741 -0.173  0.004
H 1.337 -0.584 -0.887  0.078
H 2.084 0.578 1.878  0.063
H 2.852 -0.841 1.074  0.061
H 1.277 -1.655 2.946  -0.178
C -3.669 -0.379 -0.469  -0.260
C -2.145 -0.294 -0.286  -0.857
S -1.329 0.450 -1.712  0.178
H -3.938 -0.723 -1.472  0.035
H -4.169 0.578 -0.307  0.046
H -4.054 -1.146 0.221  0.044
H -1.779 -1.314 -0.126  0.013
H -1.989 0.258 0.651  0.027

Entry 4:
The following is a quantum chemistry calculation of a cluster of 2 separate species, C5H14 in total, from the OMol25 dataset.

Calculated values
total charge = -1
energy relative to the best compared isomer or geometry (same formula, charge and spin) = 82.1 kJ/mol
orbital gap (spin up / spin down) = 0.1055 / 0.4347 Ha
total energy = -198.8013 Eh
spin multiplicity = 2
max |F| = 3.081 eV/A

Each line ends with the Mulliken spin population.
CARTESIAN COORDINATES (ANGSTROEM)
C -1.626 0.353 -1.613  0.235
C -2.061 -0.700 -0.531  1.412
C -0.266 0.147 -2.337  0.890
H -2.445 0.372 -2.397  -0.148
H -1.616 1.273 -1.041  -0.173
H -1.813 -1.680 -0.918  -0.579
H -3.119 -0.471 -0.357  -0.221
H 0.203 -0.669 -1.774  -0.071
H -0.513 -0.059 -3.390  -0.118
H -1.666 -0.350 0.429  -0.239
H 0.409 0.964 -2.255  -0.413
C 1.884 -0.682 2.046  1.257
C 1.917 0.877 2.244  0.993
H 2.392 -1.289 2.770  -0.326
H 0.822 -0.953 2.035  -0.334
H 2.042 -0.848 0.990  -0.426
H 1.261 1.395 1.550  -0.149
H 2.984 1.154 2.117  -0.287
H 1.720 1.142 3.287  -0.299

Entry 5:
The following is a quantum chemistry calculation of a cluster of 2 separate species, C5H14 in total, from the OMol25 dataset.

Calculated values
total charge = -1
energy relative to the best compared isomer or geometry (same formula, charge and spin) = 50.4 kJ/mol
orbital gap (spin up / spin down) = 0.0950 / 0.4373 Ha
total energy = -198.8133 Eh
spin multiplicity = 2
max |F| = 2.398 eV/A

Each line ends with the Mulliken spin population.
CARTESIAN COORDINATES (ANGSTROEM)
C 0.684 2.272 -1.797  2.149
C 0.803 0.867 -2.442  0.200
H 1.359 2.372 -0.942  -0.421
H 1.060 3.034 -2.494  -0.836
H -0.351 2.496 -1.547  -0.297
H 1.810 0.602 -2.743  -0.360
H 0.082 0.898 -3.266  -0.170
H 0.381 0.189 -1.700  0.322
C 0.636 -1.767 1.657  0.811
C -0.433 -0.856 1.028  -0.421
C -1.717 -0.688 1.914  0.716
H 0.217 -2.785 1.596  -0.069
H 1.454 -1.886 0.938  -0.230
H 0.749 -1.512 2.707  -0.253
H -0.047 0.087 0.646  0.499
H -0.852 -1.379 0.156  -0.110
H -2.343 -0.022 1.316  -0.354
H -1.341 -0.260 2.849  -0.158
H -2.151 -1.662 2.122  -0.018

Entry 6:
The following is a quantum chemistry calculation of a cluster of 2 separate species, C5H14 in total, from the OMol25 dataset.

Calculated values
energy relative to the best compared isomer or geometry (same formula, charge and spin) = 38.7 kJ/mol
orbital gap = 0.4545 Ha
total energy = -198.8744 Eh
max |F| = 1.460 eV/A
SMILES string = CCC.CC

Each line ends with the Löwdin charge.
CARTESIAN COORDINATES (ANGSTROEM)
C -2.375 -1.496 -0.201  -0.162
C -1.667 -1.720 -1.539  -0.167
H -2.696 -2.434 0.203  0.052
H -1.630 -1.157 0.520  0.040
H -3.130 -0.718 -0.279  0.068
H -0.781 -1.087 -1.656  0.047
H -2.300 -1.443 -2.386  0.061
H -1.226 -2.709 -1.668  0.061
C 1.462 1.060 0.010  -0.313
C 2.684 1.222 0.923  -0.130
C 0.144 1.237 0.757  -0.116
H 1.577 1.618 -0.922  0.098
H 1.523 0.009 -0.300  0.092
H 2.936 2.263 1.133  0.069
H -0.723 0.787 0.293  0.035
H 0.333 0.761 1.720  0.070
H 3.581 0.703 0.589  0.067
H 2.457 0.829 1.903  0.055
H -0.169 2.274 0.901  0.074

Entry 7:
The following is a quantum chemistry calculation of a cluster of 2 separate species, C5H14 in total, from the OMol25 dataset.

Calculated values
energy relative to the best compared isomer or geometry (same formula, charge and spin) = 36.2 kJ/mol
orbital gap = 0.4552 Ha
total energy = -198.8754 Eh
max |F| = 1.733 eV/A
SMILES string = CCC.CC

Each line ends with the Löwdin charge.
CARTESIAN COORDINATES (ANGSTROEM)
C 0.713 -1.639 -0.112  -0.316
C 1.420 -1.410 -1.458  -0.129
C 1.721 -1.653 1.038  -0.120
H -0.046 -0.859 -0.065  0.062
H 0.150 -2.573 -0.131  0.097
H 2.143 -2.209 -1.630  0.066
H 2.508 -0.904 0.863  0.067
H 1.210 -1.353 1.949  0.067
H 2.330 -2.556 1.015  0.071
H 0.741 -1.446 -2.310  0.066
H 2.003 -0.495 -1.416  0.065
C -1.240 1.723 0.085  -0.177
C -2.445 2.565 0.504  -0.173
H -1.110 1.600 -0.989  0.066
H -0.313 2.153 0.457  0.061
H -1.365 0.745 0.548  0.047
H -2.621 3.485 -0.068  0.060
H -3.332 2.021 0.162  0.061
H -2.468 2.805 1.559  0.060

Entry 8:
The following is a quantum chemistry calculation of a cluster of 2 separate species, C5H14 in total, from the OMol25 dataset.

Calculated values
energy relative to the best compared isomer or geometry (same formula, charge and spin) = 61.8 kJ/mol
orbital gap = 0.4441 Ha
total energy = -198.8656 Eh
max |F| = 1.901 eV/A
SMILES string = CCC.CC

Each line ends with the Löwdin charge.
CARTESIAN COORDINATES (ANGSTROEM)
C 0.523 -0.676 1.431  -0.325
C 1.757 0.152 1.191  -0.122
C -0.460 -0.370 2.550  -0.122
H 0.781 -1.739 1.492  0.108
H -0.066 -0.656 0.546  0.044
H 2.540 0.200 1.948  0.066
H 2.266 -0.138 0.272  0.066
H -0.170 -0.669 3.572  0.067
H -1.269 -1.088 2.389  0.069
H 1.497 1.205 1.031  0.071
H -0.789 0.644 2.773  0.068
C -1.340 0.344 -1.808  -0.150
C -0.348 0.324 -2.972  -0.168
H -2.191 -0.292 -2.012  0.063
H -0.881 0.165 -0.845  0.024
H -1.720 1.367 -1.741  0.067
H 0.605 0.763 -2.662  0.057
H -0.115 -0.624 -3.448  0.059
H -0.619 1.088 -3.706  0.059

Entry 9:
The following is a quantum chemistry calculation of a cluster of 2 separate species, C5H14 in total, from the OMol25 dataset.

Calculated values
energy relative to the best compared isomer or geometry (same formula, charge and spin) = 45.0 kJ/mol
orbital gap = 0.4530 Ha
total energy = -198.8720 Eh
max |F| = 1.510 eV/A
SMILES string = CCC.CC

Each line ends with the Löwdin charge.
CARTESIAN COORDINATES (ANGSTROEM)
C 2.080 -0.015 -0.177  -0.178
C 3.488 -0.258 0.349  -0.174
H 1.425 -0.214 0.654  0.045
H 1.982 1.039 -0.413  0.066
H 1.718 -0.621 -1.000  0.064
H 4.275 -0.186 -0.407  0.061
H 3.617 -1.223 0.846  0.061
H 3.719 0.467 1.128  0.061
C -1.447 0.111 -0.271  -0.318
C -1.834 0.941 0.941  -0.111
C -2.617 -0.641 -0.953  -0.129
H -1.017 0.703 -1.077  0.092
H -0.743 -0.682 -0.042  0.075
H -1.870 2.005 0.734  0.069
H -3.652 -0.305 -0.819  0.066
H -1.211 0.712 1.805  0.063
H -2.809 0.602 1.282  0.062
H -2.461 -0.770 -2.027  0.061
H -2.643 -1.665 -0.553  0.065

Entry 10:
The following is a quantum chemistry calculation of a cluster of 2 separate species, C5H14 in total, from the OMol25 dataset.

Calculated values
energy relative to the best compared isomer or geometry (same formula, charge and spin) = 65.7 kJ/mol
orbital gap = 0.4490 Ha
total energy = -198.8641 Eh
max |F| = 2.121 eV/A
SMILES string = CCC.CC

Each line ends with the Löwdin charge.
CARTESIAN COORDINATES (ANGSTROEM)
C 0.500 1.090 -2.267  -0.156
C 1.680 0.087 -2.337  -0.177
H -0.362 0.464 -2.056  0.054
H 0.624 1.883 -1.539  0.056
H 0.497 1.578 -3.236  0.054
H 2.186 0.148 -3.303  0.053
H 1.359 -0.957 -2.344  0.056
H 2.449 0.192 -1.572  0.055
C -0.207 -0.241 1.625  -0.327
C -0.629 -1.699 1.845  -0.114
C -1.398 0.718 1.578  -0.129
H 0.431 0.226 2.386  0.096
H 0.445 -0.183 0.745  0.082
H -1.375 -1.679 2.645  0.062
H -2.199 0.344 2.219  0.064
H -1.108 1.748 1.726  0.064
H -1.928 0.625 0.617  0.066
H -1.086 -2.033 0.922  0.072
H 0.122 -2.309 2.347  0.068

Entry 11:
The following is a quantum chemistry calculation of a cluster of 2 separate species, C5H14 in total, from the OMol25 dataset.

Calculated values
energy relative to the best compared isomer or geometry (same formula, charge and spin) = 80.3 kJ/mol
orbital gap = 0.4477 Ha
total energy = -198.8586 Eh
max |F| = 3.008 eV/A
SMILES string = CCC.CC

Each line ends with the Löwdin charge.
CARTESIAN COORDINATES (ANGSTROEM)
C -0.022 2.635 -2.407  -0.161
C -0.741 1.922 -1.252  -0.172
H 1.027 2.776 -2.153  0.061
H -0.122 1.958 -3.260  0.065
H -0.477 3.599 -2.597  0.055
H -1.709 1.505 -1.558  0.070
H -0.148 1.050 -1.061  0.003
H -0.841 2.535 -0.339  0.078
C 0.815 -1.902 1.193  -0.319
C 0.673 -0.396 0.916  -0.102
C -0.439 -2.602 1.656  -0.171
H 1.032 -2.490 0.270  0.105
H 1.564 -2.151 1.964  0.102
H -0.207 -0.078 1.511  0.083
H -0.835 -2.156 2.592  0.067
H 0.600 -0.094 -0.103  0.024
H 1.471 0.066 1.485  0.068
H -1.356 -2.574 1.047  0.076
H -0.284 -3.601 2.096  0.069

Entry 12:
The following is a quantum chemistry calculation of a cluster of 2 separate species, C5H14 in total, from the OMol25 dataset.

Calculated values
energy relative to the best compared isomer or geometry (same formula, charge and spin) = 81.3 kJ/mol
orbital gap = 0.4569 Ha
total energy = -198.8582 Eh
max |F| = 3.511 eV/A
SMILES string = CCC.CC

Each line ends with the Löwdin charge.
CARTESIAN COORDINATES (ANGSTROEM)
C -1.222 -0.523 1.149  -0.282
C -2.148 0.698 0.915  -0.152
C 0.123 0.048 1.615  -0.141
H -1.201 -0.995 0.193  0.076
H -1.642 -1.137 1.912  0.088
H -2.101 1.409 0.069  0.068
H -3.235 0.467 0.795  0.066
H 0.492 0.940 1.076  0.064
H -2.227 1.361 1.786  0.062
H 0.902 -0.693 1.473  0.052
H 0.065 0.502 2.663  0.095
C 1.413 0.563 -1.988  -0.165
C 1.766 -0.901 -1.559  -0.152
H 0.444 0.863 -1.545  0.043
H 2.159 1.289 -1.600  0.068
H 1.173 0.658 -3.051  0.055
H 0.875 -1.303 -1.077  0.040
H 2.637 -0.837 -0.930  0.052
H 1.969 -1.484 -2.469  0.062